Entry 1:
35
Properties=species:S:1:pos:R:3:forces:R:3:mulliken_charge:R:1 method="wB97M-V/def2-TZVPD" e_tot_ha=-921.96187 smiles="CN(C)B(O)[C@@H](O)OC=O.CCOC(=O)OC" charge=0 e_homo_ev=-8.46
C 1.937016 1.304353 0.221956 -0.08 0.08 0.09 -1.015
N 1.873049 -0.155877 0.328045 0.23 0.41 0.01 0.067
C 1.137564 -0.750636 -0.793272 -0.12 -0.12 -0.05 -0.889
B 3.134530 -0.831956 0.596831 0.14 -0.12 0.18 0.468
O 3.339862 -1.547865 1.757143 -0.80 -0.22 -0.31 -0.492
C 4.382855 -0.888369 -0.430381 0.08 -0.17 0.08 -0.185
O 4.231223 -2.111290 -1.103622 0.21 -0.02 -0.10 -0.513
O 4.408169 0.150632 -1.444986 0.07 0.02 -0.10 -0.283
C 4.976791 1.303354 -1.091730 0.02 0.00 0.12 0.115
O 5.374174 1.575686 0.010000 -0.07 -0.03 -0.19 -0.491
H 2.304076 1.660042 -0.754930 -0.06 -0.05 0.13 0.284
H 0.929031 1.717454 0.371957 0.21 -0.08 -0.04 0.284
H 2.583365 1.720104 1.005283 -0.12 -0.10 -0.17 0.371
H 0.716195 -1.723047 -0.506570 0.11 0.18 -0.06 0.248
H 0.302144 -0.088319 -1.050676 0.10 -0.17 0.08 0.298
H 1.746657 -0.895847 -1.702232 -0.09 0.10 0.14 0.283
H 3.491249 -2.493428 1.636049 0.50 0.26 0.09 0.324
H 5.337139 -0.836345 0.111535 -0.13 0.02 -0.15 0.401
H 5.040160 -2.323728 -1.591944 -0.18 0.09 0.13 0.325
H 5.030416 1.975759 -1.961983 -0.03 -0.07 0.12 0.398
C -5.204041 -1.753439 1.253854 -0.01 0.03 -0.06 -1.085
C -3.776007 -1.277861 1.395655 0.04 -0.04 0.08 -0.217
O -3.354357 -0.506451 0.253370 -0.01 0.04 -0.03 -0.335
C -3.765724 0.759229 0.236475 -0.04 -0.02 -0.02 0.771
O -4.429780 1.305519 1.079757 0.03 0.00 -0.01 -0.558
O -3.315161 1.328760 -0.883053 0.02 -0.01 0.03 -0.323
C -3.693617 2.700289 -1.042497 0.02 0.00 -0.01 -0.652
H -5.328837 -2.310888 0.325139 0.00 -0.02 0.01 0.291
H -5.456007 -2.410195 2.087120 0.00 0.00 0.00 0.356
H -5.895141 -0.912112 1.257681 0.01 0.00 0.01 0.307
H -3.080077 -2.113883 1.418984 0.00 0.01 -0.01 0.301
H -3.639699 -0.679668 2.295637 -0.02 0.02 -0.01 0.323
H -3.405870 3.281391 -0.168955 0.00 0.00 0.00 0.305
H -4.768929 2.782934 -1.191750 0.00 0.00 0.02 0.299
H -3.162421 3.045701 -1.923892 -0.01 0.00 0.00 0.218

---

Entry 2:
70
Properties=species:S:1:pos:R:3:forces:R:3:mulliken_charge:R:1 method="wB97M-V/def2-TZVPD" e_tot_ha=-4742.23766 charge=0 multiplicity=2 e_homo_ev="-8.12 / -8.41"
Ru -0.191284 1.199017 -0.750723 -1.09 -0.67 0.77 -0.495
C -1.794984 2.479947 -1.420551 0.07 0.14 -0.19 -0.935
C -0.633324 2.754299 -2.209222 -0.05 0.03 -0.05 -0.677
C 0.356738 3.289565 -1.344703 0.13 -0.03 0.07 -0.391
C -0.210073 3.407671 -0.042463 0.21 -0.06 -0.15 -0.655
C -1.513350 2.874297 -0.081783 0.00 0.17 -0.01 -0.110
H -2.733299 2.101165 -1.781432 0.01 -0.02 0.00 0.853
H -0.518740 2.571737 -3.265503 -0.03 -0.02 0.00 0.585
H 1.375054 3.519680 -1.619595 0.00 0.00 0.02 0.481
H 0.316085 3.739067 0.834021 -0.02 0.01 0.03 0.440
H -2.181152 2.778108 0.759823 -0.02 -0.02 -0.03 0.587
O 1.347541 1.897958 1.722901 0.41 -0.22 0.01 -0.722
S 2.128712 0.743161 1.299284 -0.41 0.60 0.29 1.628
O 3.558448 0.882503 1.359715 0.09 -0.32 -0.09 -0.828
O 1.634963 0.230995 -0.018484 0.33 0.32 -0.19 -0.717
C 1.600835 -0.523339 2.402101 -0.07 -0.08 -0.09 0.101
C 2.456928 -1.042087 3.358700 -0.01 0.03 0.01 -0.426
C 1.973777 -1.969321 4.267594 -0.03 -0.02 0.02 -0.692
C 0.643496 -2.363025 4.209534 0.02 0.01 0.00 -0.753
C -0.198783 -1.846695 3.236576 0.01 0.00 0.00 -0.746
C 0.268777 -0.919168 2.309614 0.10 0.11 0.02 -0.082
P -0.930290 -0.349667 1.004699 -0.02 -0.07 -0.09 2.341
C -1.318492 -2.044157 0.427564 0.00 -0.02 0.01 0.942
C -0.306902 -2.599975 -0.361976 0.00 -0.03 0.04 -0.771
C -0.443809 -3.873428 -0.886113 -0.01 0.01 0.02 -0.635
C -1.589802 -4.615156 -0.619735 0.03 0.02 -0.01 -0.775
C -2.577524 -4.084597 0.192861 0.00 0.01 0.01 -0.874
C -2.441846 -2.805423 0.721047 0.02 0.01 -0.03 -0.243
C -2.201490 0.355564 2.119311 0.03 -0.05 0.11 0.846
C -3.566363 0.088648 2.146526 0.00 0.06 -0.03 -0.577
C -4.394373 0.744540 3.051926 0.02 0.01 -0.01 -1.007
C -3.873353 1.680140 3.929706 0.01 -0.01 -0.01 -0.636
C -2.513303 1.964577 3.899998 -0.01 0.00 -0.01 -0.605
C -1.684284 1.307824 3.006789 -0.01 -0.02 0.02 -0.733
H 3.484677 -0.704158 3.378635 -0.01 -0.01 0.00 0.572
H 2.630828 -2.382727 5.021801 0.00 0.00 -0.01 0.397
H 0.259540 -3.083632 4.920132 0.00 0.01 0.00 0.441
H -1.229635 -2.178031 3.195585 0.01 0.00 0.01 0.394
H 0.588130 -2.022275 -0.571413 -0.01 -0.02 0.01 0.461
H 0.340992 -4.283424 -1.509666 -0.01 0.00 0.00 0.481
H -1.707236 -5.604735 -1.042320 0.00 0.01 0.00 0.411
H -3.466516 -4.660972 0.415455 0.01 0.00 0.00 0.444
H -3.224282 -2.420606 1.356814 -0.02 0.02 0.02 0.237
H -4.011018 -0.607989 1.454871 0.00 -0.04 -0.01 0.293
H -5.453415 0.520093 3.060760 0.01 0.00 0.00 0.438
H -4.521804 2.189301 4.630973 0.00 0.00 0.00 0.396
H -2.094431 2.698887 4.576115 0.00 -0.01 -0.01 0.459
H -0.624967 1.543448 2.983323 -0.02 0.00 0.01 0.342
C 5.088758 3.617719 -3.684067 0.00 -0.03 -0.01 -0.810
N 5.363702 2.425701 -2.909305 0.03 0.05 0.00 -0.231
C 4.408219 1.915371 -2.078545 0.06 -0.08 0.09 0.543
N 4.717765 0.717609 -1.477330 -0.04 0.04 -0.06 -0.357
O 3.335277 2.475110 -1.906018 -0.05 0.13 -0.10 -0.555
H 5.901525 3.770122 -4.390902 0.01 0.00 0.01 0.345
H 5.016144 4.493885 -3.039942 -0.01 0.00 0.00 0.232
H 4.151803 3.522778 -4.233995 0.00 0.00 -0.01 0.245
H 6.147387 1.851596 -3.159788 -0.02 -0.01 -0.02 0.212
H 5.690289 0.516436 -1.313311 0.02 0.01 -0.02 0.262
H 4.122097 0.521982 -0.684086 0.02 -0.01 0.07 0.044
Cl 1.521316 0.038906 -2.989228 -0.05 -0.04 -0.08 -0.122
C -0.043541 -0.709963 -2.980809 -0.06 0.12 0.12 1.209
C -0.974540 -0.227797 -2.050701 0.47 -0.08 -0.36 -1.755
C -2.241474 -0.797106 -2.141498 0.00 0.11 -0.03 1.907
Cl -3.522499 -0.224328 -1.114378 -0.02 0.01 -0.01 -0.115
C -2.543244 -1.846909 -3.008822 -0.04 -0.02 -0.01 -0.379
Cl -4.117654 -2.545258 -3.032124 0.00 -0.01 -0.01 -0.187
C -1.561189 -2.345808 -3.855640 -0.02 -0.01 -0.01 0.656
Cl -1.896754 -3.671266 -4.897954 -0.01 -0.01 0.00 -0.196
C -0.301878 -1.753484 -3.857581 0.05 0.00 -0.01 -0.241
Cl 0.923114 -2.322933 -4.923030 -0.01 -0.03 -0.01 -0.195

---

Entry 3:
9
Properties=species:S:1:pos:R:3:forces:R:3:mulliken_charge:R:1 method="wB97M-V/def2-TZVPD" e_tot_ha=-1059.44330 charge=-2 e_homo_ev=-0.44
C 1.257213 -1.143857 0.113224 0.41 0.48 0.24 0.251
N 2.009503 -1.727624 0.758636 -0.01 -0.39 0.23 -0.561
O -0.209761 -1.109443 -2.027504 0.05 -1.05 -0.90 -0.740
O 1.487125 0.829268 -1.662331 -0.17 -0.48 0.36 -0.739
O -0.742874 0.693525 -0.436191 0.69 -0.55 0.98 -0.428
P 0.439677 -0.113548 -1.155021 -0.77 1.36 -0.80 0.902
S -1.421108 0.673938 2.420432 -0.42 0.19 0.30 -0.911
H -0.942051 0.381450 0.525542 0.28 0.41 -0.96 0.215
H -1.877724 1.516290 1.463212 -0.07 0.02 0.55 0.010

---

Entry 4:
14
Properties=species:S:1:pos:R:3:forces:R:3:mulliken_charge:R:1 method="wB97M-V/def2-TZVPD" e_tot_ha=-249.29047 charge=+1 multiplicity=2 e_homo_ev="-13.22 / -13.22"
C -1.993448 1.275516 0.550751 0.46 -0.64 0.77 -0.390
C -2.913424 0.371997 0.863820 -0.06 0.98 -0.01 -0.457
H -2.144095 2.301198 0.255503 -0.21 -0.09 -0.48 0.288
H -0.984247 0.968836 0.818566 0.23 0.45 -0.08 0.079
H -3.962755 0.582821 0.703646 -0.06 -0.28 0.12 0.249
H -2.592745 -0.491047 1.425305 -0.29 -0.44 -0.30 0.232
N 2.305337 -1.262382 -1.304913 -1.37 1.39 -1.32 -0.126
C 1.456094 -0.577608 -0.364863 1.13 -1.41 0.43 -0.219
O 2.136791 -0.451004 0.825184 -0.48 0.99 -0.33 -0.423
H 3.159424 -0.797102 -1.628679 0.47 -0.55 0.63 0.334
H 1.734495 -1.601922 -2.087464 0.48 -0.63 0.03 0.354
H 1.317052 0.381993 -0.905493 -0.43 0.17 -0.01 0.353
H 0.522681 -1.152416 -0.292127 -0.11 0.37 0.08 0.349
H 1.958846 0.451120 1.140763 0.25 -0.31 0.48 0.375

---

Entry 5:
10
Properties=species:S:1:pos:R:3:forces:R:3:mulliken_charge:R:1 method="wB97M-V/def2-TZVPD" e_tot_ha=-913.21574 charge=0 e_homo_ev=-9.80
C -0.696081 0.647763 -0.080211 0.85 1.24 -0.30 0.206
C -1.546842 -0.091975 0.558255 -1.21 0.03 -1.48 -0.790
C 0.152340 1.518944 -0.582428 0.14 -0.51 0.71 0.461
C 2.076849 -1.624231 0.340847 0.67 0.46 1.65 -0.002
F -0.002193 2.841915 -0.643797 -0.43 -0.56 -0.21 -0.219
F 1.388877 1.231054 -1.008363 -0.49 -0.12 0.12 -0.179
F 0.948720 -1.763561 0.978380 -0.21 -0.14 0.14 -0.026
Cl 1.811603 -1.995800 -1.246014 -0.34 -0.45 -1.75 0.009
H -1.771430 -0.122014 1.573674 0.88 0.18 2.10 0.294
H -2.361842 -0.642096 0.109660 0.15 -0.12 -0.99 0.246

---

Entry 6:
81
Properties=species:S:1:pos:R:3:forces:R:3:mulliken_charge:R:1 method="wB97M-V/def2-TZVPD" e_tot_ha=-4436.31710 charge=0 e_homo_ev=-6.98
Mg -0.990428 -1.063221 0.089939 0.28 0.20 -0.17 1.434
C 2.811170 -2.489728 5.930109 0.04 -0.10 0.28 -1.559
C 2.026690 -1.851329 4.827022 0.13 0.20 0.10 0.401
C 1.513785 -0.564214 4.921276 0.05 -0.07 0.06 -1.315
C 0.765546 -0.013630 3.904771 0.04 0.19 0.32 -1.129
C 0.497694 -0.708262 2.720124 -0.40 0.41 -0.13 0.925
N -0.338977 -0.243061 1.757271 0.17 0.18 0.09 0.206
C -0.839368 1.037040 1.810945 0.50 -0.34 0.23 -0.181
C -0.014154 2.158416 1.884479 -0.18 0.52 0.00 -0.028
C -0.538563 3.431828 1.948582 0.06 -0.06 0.05 -0.967
C -1.917175 3.632008 1.928614 -0.12 0.39 -0.05 0.880
C -2.493881 5.015151 2.049476 -0.05 0.14 0.14 -1.651
C -2.739304 2.531068 1.778953 -0.02 0.13 0.07 -0.731
C -2.208502 1.254543 1.716120 -0.67 -0.33 0.11 -0.342
N -3.119404 0.150588 1.612206 0.25 0.00 0.05 0.692
C -4.369270 0.059784 2.105810 -0.10 -0.02 0.10 -0.062
C -4.854968 -1.179334 1.769247 -0.29 -0.03 0.05 -1.415
C -3.818871 -1.792990 1.053056 -0.52 -0.26 0.09 -0.283
N -2.794612 -0.985953 0.971316 -0.04 0.42 0.00 -0.432
C 1.048868 -1.990194 2.625724 0.09 -0.32 -0.27 0.113
C 1.771434 -2.541691 3.660378 0.10 -0.26 0.21 -0.029
N 0.873741 -2.807955 1.465131 0.05 0.01 0.19 0.312
C 1.748675 -3.738432 1.042308 -0.07 0.19 0.13 -0.038
C 1.144488 -4.449509 0.042687 0.01 -0.57 -0.37 -1.664
C -0.116813 -3.879137 -0.097120 0.10 0.18 0.33 -0.154
N -0.279634 -2.883664 0.769279 0.18 -0.51 0.14 -0.360
H 2.921891 -1.817491 6.780913 -0.03 0.02 -0.01 0.361
H 2.317622 -3.396764 6.290327 0.05 0.03 0.00 0.338
H 3.813547 -2.767261 5.604958 0.06 -0.04 -0.03 0.318
H 1.681007 0.010213 5.820503 0.02 0.07 0.14 0.329
H 0.335779 0.971238 4.037630 0.06 -0.07 0.03 0.324
H 1.050378 2.000076 1.912780 0.22 -0.03 0.02 0.697
H 0.123963 4.284255 2.031856 0.01 0.04 0.00 0.441
H -1.864164 5.631895 2.689153 0.03 0.05 -0.02 0.410
H -2.578215 5.518733 1.088504 0.07 0.04 -0.15 0.300
H -3.490482 5.010833 2.489954 -0.02 -0.11 0.01 0.375
H -3.810012 2.663420 1.723622 -0.15 0.05 0.00 0.409
H -4.787819 0.872507 2.668866 -0.13 -0.03 0.08 0.507
H -5.818380 -1.586385 2.001596 -0.14 -0.03 0.07 0.441
H -3.766668 -2.772411 0.592523 -0.06 0.18 0.11 0.504
H 2.113164 -3.564475 3.578795 0.02 -0.08 -0.04 0.634
H 2.718883 -3.805589 1.487636 0.23 -0.08 0.03 0.475
H 1.554043 -5.261389 -0.530033 0.07 -0.03 0.00 0.425
H -0.896050 -4.078459 -0.800832 -0.13 -0.13 -0.24 0.575
O -3.636171 -0.421380 -5.146393 0.24 0.00 0.53 -0.562
C -4.120265 0.528560 -4.361977 -0.13 0.03 -0.18 0.345
O -5.111523 1.154415 -4.648482 0.07 0.15 0.05 -0.608
C -3.380579 0.827706 -3.092959 -0.33 -0.09 -0.54 0.086
C -3.562758 1.977124 -2.371081 0.10 0.26 0.52 -0.587
N -2.786519 1.881253 -1.273579 0.24 -0.31 -0.12 -0.348
N -2.108761 0.720065 -1.234677 -0.01 0.15 -0.10 0.723
C -2.463864 0.081712 -2.338646 0.21 -0.16 -0.13 -0.238
C -1.849722 -1.254570 -2.615560 0.06 -0.11 0.03 0.503
O -1.868101 -1.718694 -3.755015 -0.22 0.10 -0.48 -0.900
O -1.302898 -1.813396 -1.625795 -0.27 -0.40 -0.41 -0.353
H -2.886854 -0.900507 -4.666767 -0.12 -0.07 -0.33 0.390
H -4.182061 2.834695 -2.553667 -0.10 0.05 -0.09 0.562
H -2.664079 2.530699 -0.507829 -0.04 0.00 -0.11 -0.024
C 1.867206 -2.028815 -2.426759 -0.05 0.23 0.11 -1.458
As 1.380448 -0.627125 -1.148350 0.87 0.08 -0.45 1.316
C 3.193163 -0.339530 -0.422675 -0.46 0.04 -0.02 -1.470
C 1.206176 0.886308 -2.432366 -0.28 -0.10 0.11 -1.443
C 2.456694 1.219010 -3.167288 -0.19 0.18 0.19 0.249
C 3.346042 2.160904 -2.653623 0.03 0.07 0.09 -0.293
C 4.532228 2.441086 -3.308911 0.07 0.04 -0.03 -0.674
C 4.849170 1.780855 -4.488873 -0.13 -0.04 -0.03 -0.465
C 3.961318 0.853308 -5.017888 0.04 0.12 0.11 -0.785
C 2.767792 0.586010 -4.359274 0.08 -0.34 -0.45 -0.106
H 2.664383 -1.666423 -3.076218 -0.03 -0.10 0.00 0.621
H 0.985530 -2.307541 -3.000010 -0.02 0.01 -0.07 0.230
H 2.205111 -2.895248 -1.866148 0.07 -0.04 0.01 0.450
H 3.895434 -0.161888 -1.236449 0.03 0.01 0.08 0.461
H 3.468335 -1.241810 0.127423 0.00 0.06 -0.04 0.421
H 3.183258 0.503472 0.269910 0.09 -0.03 -0.05 0.315
H 0.826129 1.740908 -1.872193 0.06 0.02 0.09 0.687
H 0.401370 0.581341 -3.110833 0.13 -0.02 0.03 0.455
H 3.102041 2.686852 -1.732871 0.00 -0.10 -0.09 0.369
H 5.211212 3.182425 -2.903919 -0.02 -0.04 -0.01 0.394
H 5.770230 2.006653 -5.001530 0.14 0.00 -0.07 0.399
H 4.193025 0.344455 -5.944551 -0.01 0.01 -0.01 0.380
H 2.071207 -0.133953 -4.790630 0.11 0.18 0.13 0.473